# 1
{
  "formula": "C3H2NOS2",
  "method": "the ωB97M-V functional and the def2-TZVPD basis",
  "total_charge": -1,
  "gap_ev": 6.9,
  "e_homo_ev": -3.286,
  "symbols": ["C", "C", "C", "N", "O", "S", "S", "H", "H"],
  "coordinates": [[0.79705, -0.79616, -0.09722], [1.25045, 0.56144, -0.40005], [-1.20091, 0.14602, 0.33218], [-0.41059, -0.98203, 0.25408], [2.36074, 0.90239, -0.75102], [-2.06996, 0.30176, 1.81466], [-0.13773, 1.62689, -0.19319], [1.47509, -1.63109, -0.20222], [-2.06413, -0.12921, -0.75723]],
  "forces_ev_per_a": [[-0.425, -0.787, 0.214], [-0.231, 1.313, -0.268], [-3.069, 0.351, -3.109], [1.510, -1.416, -0.342], [0.201, -0.283, 0.019], [-0.393, 0.388, 0.685], [-0.149, -0.524, 0.096], [0.201, -0.094, 0.029], [2.354, 1.052, 2.677]]
}

***

# 2
{
  "formula": "C3H5O4",
  "method": "the ωB97M-V functional and the def2-TZVPD basis",
  "s_squared": 3.762,
  "gap_ev": [8.6, 10.7],
  "e_homo_ev": [-7.809, -11.436],
  "spin_multiplicity": 4,
  "symbols": ["O", "O", "C", "C", "C", "O", "O", "H", "H", "H", "H", "H"],
  "coordinates": [[-2.50848, -1.04850, 0.67302], [-3.43626, -0.48185, 0.08851], [1.31083, 0.60283, 0.87652], [0.64709, 0.11245, -0.36892], [-0.81738, 0.70412, -0.65442], [-1.48509, 0.59709, -1.62071], [0.42426, -1.30040, -0.23424], [1.54938, 1.66891, 0.81409], [0.61283, 0.48105, 1.70596], [2.21302, 0.00607, 1.09227], [1.26643, 0.33531, -1.26250], [0.22335, -1.67708, -1.10958]],
  "forces_ev_per_a": [[-2.256, 1.152, -1.227], [1.970, -1.362, 1.444], [-0.219, 0.110, 0.556], [-0.493, -0.933, -1.161], [0.300, 0.514, -0.037], [0.930, -0.143, 0.420], [0.245, 0.365, -0.468], [0.082, -0.198, -0.093], [0.088, -0.042, 0.102], [-0.346, 0.338, -0.233], [-0.348, -0.077, 0.238], [0.047, 0.277, 0.460]]
}

***

# 3
{
  "formula": "C14H22N4O2S",
  "method": "the ωB97M-V functional and the def2-TZVPD basis",
  "gap_ev": 9.1,
  "e_homo_ev": -8.631,
  "symbols": ["C", "C", "C", "N", "N", "C", "N", "C", "O", "C", "C", "C", "O", "N", "C", "C", "C", "C", "C", "C", "S", "H", "H", "H", "H", "H", "H", "H", "H", "H", "H", "H", "H", "H", "H", "H", "H", "H", "H", "H", "H", "H", "H"],
  "coordinates": [[5.29805, -1.60339, -4.32544], [5.84978, -1.25404, -2.94336], [4.75920, -1.11806, -1.94722], [4.46771, -0.02874, -1.33495], [3.44555, -0.12673, -0.49104], [2.93635, -1.31178, -0.45031], [1.88290, -1.65960, 0.34213], [1.33705, -2.90723, 0.32336], [1.76069, -3.79466, -0.38618], [0.15867, -3.07615, 1.26308], [-1.08063, -2.30791, 0.78747], [-1.04931, -0.83293, 1.17219], [-0.07452, -0.29132, 1.66615], [-2.19633, -0.18202, 0.92592], [-2.39216, 1.23093, 1.19506], [-3.52561, 1.43311, 2.20144], [-3.71401, 2.91974, 2.48970], [-4.00610, 3.68219, 1.20100], [-2.88009, 3.47428, 0.19292], [-2.68960, 1.98870, -0.09936], [3.71475, -2.46878, -1.50954], [4.62400, -0.82286, -4.67035], [6.11161, -1.70123, -5.03970], [4.75145, -2.54322, -4.28814], [6.53521, -2.04026, -2.61710], [6.39225, -0.30826, -2.97870], [1.45318, -0.93578, 0.92768], [-0.06792, -4.14150, 1.31101], [0.44108, -2.72314, 2.25673], [-1.97272, -2.75578, 1.23145], [-1.17531, -2.38455, -0.29878], [-2.97134, -0.67755, 0.51262], [-1.45032, 1.58795, 1.62305], [-3.29540, 0.89677, 3.12401], [-4.45088, 1.02035, 1.78989], [-2.80501, 3.31521, 2.94703], [-4.53296, 3.05539, 3.19837], [-4.94723, 3.32767, 0.77394], [-4.11769, 4.74589, 1.41740], [-1.95150, 3.88291, 0.59591], [-3.10560, 4.00451, -0.73395], [-1.86750, 1.84650, -0.80323], [-3.59972, 1.58538, -0.55213]],
  "forces_ev_per_a": [[0.167, 0.040, 0.091], [0.040, -0.074, -0.240], [-0.321, -0.750, 0.186], [1.152, 0.565, -0.797], [-1.296, 0.053, 1.115], [0.693, -0.627, -0.830], [-0.203, 0.201, 0.294], [-0.294, 0.174, 0.496], [-0.065, -0.339, -0.100], [-0.100, -0.056, -0.097], [0.280, -0.031, 0.163], [-0.437, -0.434, -0.254], [0.291, 0.203, 0.283], [-0.242, 0.161, -0.048], [-0.178, 0.063, -0.059], [0.351, 0.176, 0.133], [-0.310, -0.099, -0.142], [0.269, 0.144, 0.132], [-0.313, -0.102, -0.131], [0.330, 0.163, 0.189], [0.299, 0.937, 0.055], [-0.078, 0.030, -0.055], [0.027, -0.041, -0.118], [-0.057, -0.070, -0.097], [0.083, 0.081, -0.008], [0.002, -0.056, 0.095], [0.038, -0.190, -0.093], [0.092, 0.090, -0.024], [-0.023, -0.052, -0.001], [-0.011, 0.030, -0.077], [-0.091, -0.005, 0.009], [0.123, -0.099, 0.032], [-0.125, -0.017, -0.051], [-0.027, -0.083, -0.025], [-0.068, -0.073, -0.017], [0.035, 0.042, 0.084], [0.059, 0.033, 0.073], [-0.083, 0.020, -0.025], [-0.088, 0.020, -0.027], [0.072, 0.067, -0.020], [0.087, 0.050, -0.001], [-0.024, -0.082, -0.033], [-0.052, -0.063, -0.060]]
}

***

# 4
{
  "formula": "C3H29NO11",
  "method": "the ωB97M-V functional and the def2-TZVPD basis",
  "total_charge": 1,
  "s_squared": 0.755,
  "gap_ev": [10.4, 5.1],
  "e_homo_ev": [-13.406, -13.405],
  "spin_multiplicity": 2,
  "symbols": ["C", "C", "C", "O", "N", "H", "H", "H", "H", "H", "H", "H", "H", "H", "H", "H", "O", "H", "H", "O", "H", "H", "O", "H", "H", "O", "H", "H", "O", "H", "H", "O", "H", "H", "O", "H", "H", "O", "H", "H", "O", "H", "H", "O"],
  "coordinates": [[1.91270, 0.89467, -1.63379], [1.51979, -0.42616, -2.33441], [0.25262, -0.17390, -3.13761], [-0.87336, 0.25110, -2.37874], [1.26488, 1.22200, -0.33239], [1.76159, 1.73283, -2.28948], [2.98667, 1.12234, -1.40987], [1.37727, -1.21823, -1.55018], [2.40480, -0.51035, -2.89553], [0.01822, -1.08878, -3.74721], [0.46064, 0.63034, -3.85589], [-1.41383, -0.44220, -1.91112], [1.43303, 0.43342, 0.30541], [0.24682, 1.21944, -0.50177], [-2.68375, 1.37855, 1.29029], [-2.42775, 2.51360, 2.46461], [-2.19506, 1.61996, 2.18804], [-2.55640, -0.95288, 3.16395], [-1.06919, -0.49087, 3.15760], [-1.67595, -1.12275, 3.54561], [-2.72729, -2.09841, -0.20056], [-1.52636, -2.98051, -0.25768], [-1.85943, -2.11596, -0.61648], [-2.30094, 2.83694, -2.25634], [-0.90464, 2.39028, -1.99360], [-1.71043, 2.54592, -1.48049], [1.35443, -2.85522, -1.45866], [0.99370, -2.87456, -0.07436], [0.97420, -3.52652, -0.84233], [-0.91038, -1.13356, 0.51963], [-0.14273, -1.59969, 1.88557], [-0.22291, -0.97510, 1.16643], [-1.70591, 0.41216, 0.20179], [-2.55822, 1.34870, -0.81974], [-2.59841, 0.71379, -0.05062], [3.04355, -0.85781, 0.42496], [1.58133, -1.30095, 0.85465], [2.29772, -1.41051, 0.19089], [0.28541, 1.93880, 2.55139], [0.90766, 3.32323, 2.03974], [0.98662, 2.57467, 2.64289], [2.17858, -1.08038, 3.07687], [2.24676, 0.45530, 3.30618], [1.57396, -0.32278, 3.05235]],
  "forces_ev_per_a": [[1.854, 3.271, 1.999], [-1.880, 0.175, 2.169], [-0.256, -1.052, -1.049], [0.259, -0.474, 0.690], [-1.405, -3.315, -2.692], [-0.846, 0.338, -0.572], [-0.358, -1.421, -0.231], [0.403, 1.062, -1.306], [0.921, -1.024, -1.202], [0.143, 0.666, 0.580], [-0.232, -0.131, 0.115], [1.010, 0.229, -0.851], [0.374, 0.697, 0.951], [-0.076, 1.166, 0.564], [0.996, 0.992, 2.175], [-0.149, -0.212, -0.095], [-0.532, -0.241, -1.052], [0.704, 0.260, 0.278], [-0.340, 0.592, 0.048], [-0.472, -0.729, -0.021], [-0.495, 0.442, -0.205], [0.108, 0.849, -0.963], [0.197, -1.282, 0.795], [0.892, -0.311, 1.813], [-0.100, -0.294, 0.255], [-1.020, 1.909, -2.685], [-0.251, -1.593, -0.020], [-0.161, -1.987, -0.923], [0.125, 2.642, 0.803], [-0.604, -1.506, -0.031], [-0.994, -0.363, 0.319], [1.726, 1.509, -0.461], [-0.621, 0.697, -0.436], [0.756, -0.669, 1.017], [-0.558, -1.105, -0.772], [0.361, -0.142, 0.469], [0.500, 0.216, -0.046], [-0.066, 0.215, 0.555], [-1.011, -0.001, -0.345], [-0.527, -0.348, 0.162], [1.406, 0.260, 0.064], [-0.232, -0.050, 0.289], [-2.493, -2.226, -0.717], [2.942, 2.291, 0.563]]
}

***

# 5
{
  "formula": "C33H25AsCl5OPbSTe",
  "method": "the ωB97M-V functional and the def2-TZVPD basis",
  "total_charge": 1,
  "gap_ev": 7.1,
  "e_homo_ev": -10.717,
  "symbols": ["Pb", "S", "C", "C", "C", "C", "C", "C", "As", "C", "C", "C", "C", "C", "C", "C", "C", "C", "C", "C", "C", "H", "H", "H", "H", "H", "H", "H", "H", "H", "H", "H", "H", "H", "H", "Cl", "C", "C", "Cl", "C", "Cl", "C", "O", "C", "Cl", "C", "Cl", "C", "C", "C", "C", "C", "C", "Te", "C", "C", "C", "H", "H", "H", "H", "H", "H", "H", "H", "H", "H", "H"],
  "coordinates": [[0.21722, -1.03904, -1.93498], [-0.09098, -1.27533, 0.57546], [1.30662, -0.72350, 1.52973], [1.14138, -0.79072, 2.91659], [2.15544, -0.39974, 3.77135], [3.36303, 0.06348, 3.26503], [3.54611, 0.12733, 1.89534], [2.52788, -0.26565, 1.02848], [2.78446, -0.22442, -0.87195], [3.07517, -2.11004, -1.26893], [3.08609, -2.48878, -2.61309], [3.29035, -3.81764, -2.96479], [3.47131, -4.77009, -1.97366], [3.45270, -4.39721, -0.63513], [3.25371, -3.07140, -0.27838], [4.52630, 0.53766, -1.12084], [4.66549, 1.91044, -0.92546], [5.91222, 2.50153, -1.06039], [7.01289, 1.72575, -1.40166], [6.86833, 0.36216, -1.60669], [5.62373, -0.24074, -1.46702], [0.20239, -1.14805, 3.31676], [2.00196, -0.45582, 4.83937], [4.15860, 0.36583, 3.93050], [4.49053, 0.47658, 1.49869], [2.95962, -1.74212, -3.39404], [3.30900, -4.10534, -4.00769], [3.62520, -5.80578, -2.24290], [3.59619, -5.14238, 0.13474], [3.23580, -2.78827, 0.76629], [3.80804, 2.52087, -0.66183], [6.02418, 3.56504, -0.90022], [7.98468, 2.18715, -1.50928], [7.72627, -0.24062, -1.87200], [5.52184, -1.30764, -1.61901], [-6.48751, -0.60856, 1.74640], [-5.13718, -0.22372, 0.76822], [-4.52748, -1.20693, -0.00559], [-5.11801, -2.81497, 0.02681], [-3.43282, -0.88650, -0.80274], [-2.68453, -2.14934, -1.72985], [-2.91073, 0.40640, -0.83839], [-1.80950, 0.67685, -1.58767], [-3.51334, 1.36603, -0.02720], [-2.83296, 2.95244, 0.00923], [-4.62307, 1.06923, 0.75540], [-5.33098, 2.29274, 1.72152], [1.62160, -1.68783, -6.56339], [0.85015, -0.70437, -5.73030], [1.48972, 0.30510, -5.02861], [0.78825, 1.22230, -4.24426], [1.59744, 2.28278, -3.54449], [-0.60854, 1.09661, -4.16744], [-1.68620, 2.30438, -2.86232], [-1.29020, 0.11896, -4.92276], [-2.78965, -0.00130, -4.93772], [-0.54218, -0.77744, -5.66960], [2.68802, -1.46988, -6.55682], [1.27637, -1.66802, -7.59668], [1.47586, -2.70592, -6.19778], [2.56920, 0.39040, -5.08783], [2.59534, 1.90434, -3.32200], [1.13806, 2.62902, -2.61727], [1.72146, 3.15525, -4.18884], [-3.18756, -0.21340, -3.94555], [-3.09793, -0.80446, -5.60288], [-3.25683, 0.92485, -5.27920], [-1.05537, -1.54656, -6.23300]],
  "forces_ev_per_a": [[-0.015, -0.004, -0.111], [0.105, 0.001, 0.123], [-0.027, -0.002, 0.070], [-0.014, 0.015, -0.041], [0.026, 0.013, -0.051], [-0.012, -0.009, -0.027], [-0.035, -0.015, 0.057], [0.010, -0.020, -0.025], [-0.223, -0.266, 0.083], [0.061, 0.059, -0.012], [0.018, -0.045, -0.025], [-0.021, 0.034, 0.001], [-0.009, 0.015, 0.014], [-0.009, 0.035, -0.008], [-0.018, -0.041, -0.047], [0.031, 0.159, -0.058], [0.056, 0.024, -0.061], [-0.014, -0.027, 0.001], [-0.028, 0.009, -0.001], [-0.038, -0.045, -0.008], [0.091, 0.085, 0.015], [-0.025, -0.016, 0.008], [-0.017, -0.004, 0.052], [0.020, 0.011, 0.032], [0.004, -0.002, -0.029], [0.007, -0.006, 0.022], [0.003, -0.001, -0.008], [0.012, -0.025, -0.003], [-0.002, -0.024, 0.023], [0.003, 0.016, 0.011], [0.005, -0.030, 0.009], [0.005, 0.018, 0.000], [0.022, 0.010, 0.000], [0.014, -0.003, -0.002], [-0.008, 0.012, 0.014], [-0.017, 0.009, -0.002], [-0.022, -0.021, 0.040], [0.035, -0.068, -0.035], [-0.026, 0.017, 0.004], [-0.003, -0.110, 0.000], [-0.061, 0.191, -0.047], [0.154, 0.002, -0.094], [-0.108, 0.004, -0.010], [0.095, 0.181, -0.059], [-0.022, -0.093, 0.051], [0.011, 0.069, 0.043], [-0.023, -0.037, -0.006], [0.012, -0.007, 0.053], [-0.014, -0.029, -0.033], [0.014, -0.010, 0.011], [0.174, -0.099, -0.022], [0.000, 0.065, 0.091], [-0.003, 0.093, -0.099], [-0.237, 0.101, 0.212], [0.041, -0.188, -0.030], [-0.026, 0.067, 0.015], [0.011, 0.051, 0.048], [0.010, 0.011, 0.006], [-0.006, 0.010, -0.030], [-0.015, -0.005, 0.014], [0.020, 0.013, -0.017], [0.008, 0.017, -0.004], [0.057, -0.067, -0.081], [-0.046, 0.015, -0.030], [-0.015, -0.018, 0.036], [-0.008, -0.025, -0.011], [0.045, -0.037, 0.015], [-0.016, -0.030, -0.043]]
}

***

# 6
{
  "formula": "C5H9N",
  "method": "the ωB97M-V functional and the def2-TZVPD basis",
  "gap_ev": 12.0,
  "e_homo_ev": -11.128,
  "symbols": ["C", "C", "C", "C", "C", "N", "H", "H", "H", "H", "H", "H", "H", "H", "H"],
  "coordinates": [[-2.11228, -0.25430, 0.28336], [-0.84654, 0.53135, 0.03471], [0.35478, -0.34619, 0.24041], [1.54340, 0.47627, -0.20882], [2.51910, -0.49574, -0.62486], [3.37606, -1.16488, -1.00193], [-2.19134, -0.65017, 1.30320], [-2.96391, 0.40489, 0.11690], [-2.22718, -1.11695, -0.38673], [-0.74601, 1.41718, 0.68151], [-0.83154, 0.89857, -1.12523], [0.46785, -0.65110, 1.28985], [0.22326, -1.25778, -0.36070], [2.07484, 1.00594, 0.58479], [1.57120, 1.15489, -1.07467]],
  "forces_ev_per_a": [[-0.855, 0.252, 0.065], [-0.460, 0.266, -2.092], [-0.747, 0.862, -0.420], [2.189, -0.816, 0.035], [2.033, -0.496, -0.613], [-0.372, -0.149, 0.128], [0.167, 0.196, -0.072], [-0.251, -0.171, 0.070], [0.218, 0.272, 0.010], [-0.309, -0.134, -0.310], [-0.104, -0.690, 2.766], [0.029, 0.110, -0.261], [0.299, 0.267, 0.122], [-0.539, 0.242, 0.278], [-1.301, -0.011, 0.293]]
}

***

The following ΔE to the lowest compared entry with this formula, charge and spin values (in eV) correspond, in order, to the records above: 2.268 0.000 0.000 1.958 0.735 0.834.